ORCA calculation (ωB97M-V/def2-TZVPD) on a single C3H3NOS molecule in a non-equilibrium geometry.

The largest force on an atom is 6.601 eV/A. The total charge is 0. As for the energy above the lowest of the compared OMol25 structures with the same formula, charge and spin: 152.7 kJ/mol.

XYZ file:
```
9
Properties=species:S:1:pos:R:3:nbo_charge:R:1
O 2.08 0.95 0.61 -0.511
C 1.01 0.51 0.28 0.575
N 0.69 -0.67 -0.44 -0.609
C -0.73 -0.41 -0.44 -0.279
C -0.40 0.80 0.34 -0.146
S -1.26 2.03 1.11 0.135
H 1.07 -1.64 -0.39 0.410
H -1.29 -1.12 0.37 0.195
H -1.17 -0.44 -1.44 0.228
```